Entry 1:
A molecular structure, C11H29ClN2O5S2 in a non-equilibrium geometry. Source: the OMol25 dataset; level of theory: wB97M-V/def2-TZVPD.

Properties
- orbital gap (eV) = 9.6
- charge = 0
- HOMO energy (eV) = -9.281
- M (g mol⁻¹) = 368.9
- spin multiplicity = 1

Last column: Löwdin charge in e.
Geometry (Å):
C: -1.469 -0.282 1.219  -0.101
C: -0.560 -0.683 0.036  -0.679
Cl: 1.047 0.151 0.150  0.573
C: -0.403 -2.203 -0.162  -0.292
O: -0.337 -2.957 1.050  -0.331
S: 1.182 -2.875 1.708  0.836
O: 1.925 -4.120 1.434  -0.392
O: 0.836 -2.970 3.369  -0.793
S: 1.929 -1.975 4.209  0.727
H: -1.184 0.718 1.552  0.060
H: -2.516 -0.290 0.896  0.085
H: -1.376 -1.001 2.039  0.072
H: -1.036 -0.305 -0.876  0.098
H: 0.435 -2.423 -0.837  0.087
H: -1.307 -2.549 -0.679  0.134
H: 2.891 -1.763 3.246  -0.127
C: 2.915 -1.522 -3.397  -0.069
C: 3.759 -1.965 -2.206  -0.422
C: 5.010 -2.778 -2.581  -0.205
O: 4.764 -4.113 -2.986  -0.185
C: 4.273 -4.259 -4.306  -0.108
N: 2.902 -2.692 -1.263  0.044
H: 2.285 -2.322 -3.785  0.064
H: 2.244 -0.713 -3.101  0.068
H: 3.541 -1.153 -4.212  0.079
H: 4.110 -1.055 -1.708  0.135
H: 5.637 -2.859 -1.690  0.122
H: 5.611 -2.256 -3.338  0.121
H: 4.725 -3.536 -4.991  0.091
H: 3.185 -4.173 -4.327  0.073
H: 4.526 -5.264 -4.646  0.088
H: 3.429 -2.881 -0.415  0.066
H: 2.734 -3.618 -1.652  0.083
C: -4.771 5.543 2.355  -0.075
C: -3.610 4.714 2.898  -0.431
C: -2.657 4.175 1.817  -0.207
O: -3.159 3.091 1.054  -0.201
C: -4.096 3.447 0.055  -0.106
N: -4.148 3.636 3.735  0.039
H: -5.572 4.926 1.949  0.063
H: -5.213 6.139 3.155  0.076
H: -4.436 6.230 1.574  0.078
H: -3.019 5.375 3.539  0.135
H: -1.767 3.786 2.319  0.120
H: -2.312 4.978 1.153  0.121
H: -3.848 4.403 -0.415  0.092
H: -5.107 3.477 0.465  0.074
H: -4.081 2.670 -0.710  0.086
H: -3.378 3.161 4.196  0.071
H: -4.533 2.930 3.113  0.068

Entry 2:
A molecular structure, C11H29KO6PTe in a non-equilibrium geometry. Source: the OMol25 dataset; level of theory: wB97M-V/def2-TZVPD.

Properties
- orbital gap (eV) = 7.0
- charge = +1
- HOMO energy (eV) = -9.518
- M (g mol⁻¹) = 455.0
- energy relative to the best compared isomer or geometry (same formula, charge and spin) (eV) = 0.285
- spin multiplicity = 1

Last column: Löwdin charge in e.
Geometry (Å):
K: 1.694 11.789 11.342  0.853
C: -0.118 14.886 10.956  -0.058
O: 1.039 14.313 11.631  -0.322
C: 1.768 15.331 12.353  -0.199
C: 3.225 15.100 12.460  -0.193
O: 3.575 13.732 12.581  -0.206
C: 3.960 13.368 13.895  -0.169
C: 4.307 11.875 13.872  -0.167
O: 3.081 11.171 13.671  -0.282
C: 2.774 10.084 14.565  -0.062
H: -0.729 14.071 10.594  0.088
H: -0.668 15.475 11.748  0.114
H: 0.193 15.587 10.199  0.081
H: 1.610 16.327 11.866  0.139
H: 1.307 15.470 13.380  0.148
H: 3.773 15.531 11.610  0.137
H: 3.635 15.575 13.401  0.145
H: 4.835 13.984 14.146  0.141
H: 3.001 13.485 14.439  0.149
H: 5.004 11.742 13.068  0.126
H: 4.793 11.638 14.823  0.133
H: 2.974 9.113 14.085  0.095
H: 3.312 10.113 15.508  0.089
H: 1.694 10.172 14.784  0.097
C: 6.896 4.980 10.302  -0.471
Te: 5.454 6.602 10.435  0.991
C: 4.743 6.511 8.379  -0.470
H: 7.843 5.406 9.899  0.004
H: 6.518 4.159 9.699  -0.002
H: 7.056 4.668 11.337  -0.017
H: 5.610 6.225 7.715  0.024
H: 4.361 7.490 8.181  -0.048
H: 3.913 5.777 8.388  -0.005
C: 1.936 14.572 7.090  -0.057
O: 1.799 13.108 7.376  -0.383
P: 2.866 12.333 8.348  0.726
O: 3.969 11.720 7.362  -0.358
C: 4.492 12.255 6.133  -0.096
O: 2.071 10.998 8.642  -0.438
C: 1.289 10.454 7.517  -0.062
H: 2.912 14.972 7.450  0.092
H: 1.146 15.050 7.589  0.049
H: 1.794 14.683 6.015  0.090
H: 5.027 11.394 5.648  0.104
H: 5.173 13.098 6.445  0.103
H: 3.754 12.565 5.397  0.076
H: 0.567 11.202 7.185  0.080
H: 0.765 9.568 7.970  0.107
H: 1.964 10.113 6.745  0.084

Entry 3:
8 unconnected molecules or ions with the total composition C11H29N7O16 in a non-equilibrium geometry. Source: the OMol25 dataset; level of theory: wB97M-V/def2-TZVPD.

Properties
- orbital gap (eV) = 9.9
- charge = 0
- SMILES = C[N+](=O)[O-].C[N+](=O)[O-].C[N+](=O)[O-].C[N+](=O)[O-].C[N+](=O)[O-].C[N+](=O)[O-].C[N+](=O)[O-].CCOC(C)=O
- HOMO energy (eV) = -10.254
- M (g mol⁻¹) = 515.4
- energy relative to the best compared isomer or geometry (same formula, charge and spin) (eV) = 1.976
- spin multiplicity = 1

Last column: Löwdin charge in e.
Geometry (Å):
C: -6.060 -21.277 8.688  0.047
N: -6.331 -20.499 7.421  -0.403
O: -5.900 -19.344 7.434  0.037
O: -7.021 -21.006 6.549  0.066
H: -5.340 -20.765 9.326  0.086
H: -5.623 -22.248 8.454  0.094
H: -7.020 -21.364 9.196  0.100
C: -7.667 -18.393 0.356  0.048
N: -7.704 -19.251 1.582  -0.436
O: -8.571 -18.860 2.340  0.068
O: -6.929 -20.187 1.700  0.047
H: -8.586 -17.808 0.334  0.098
H: -7.650 -19.054 -0.511  0.098
H: -6.759 -17.812 0.514  0.103
C: -9.392 -22.674 2.883  0.034
N: -9.492 -22.572 1.450  -0.470
O: -10.544 -22.189 1.074  0.104
O: -8.592 -23.075 0.773  0.033
H: -10.249 -22.210 3.372  0.109
H: -8.560 -22.031 3.169  0.088
H: -9.197 -23.739 3.007  0.116
C: -1.433 -21.257 8.267  0.056
N: -2.182 -20.296 7.374  -0.431
O: -3.057 -19.624 7.918  0.032
O: -1.944 -20.201 6.212  0.080
H: -0.631 -21.737 7.706  0.095
H: -2.078 -22.007 8.724  0.097
H: -0.976 -20.633 9.036  0.098
C: -4.820 -16.681 5.803  0.031
N: -6.240 -16.790 5.466  -0.449
O: -6.923 -15.807 5.690  0.063
O: -6.586 -17.841 4.941  0.047
H: -4.816 -17.017 6.840  0.095
H: -4.568 -15.621 5.824  0.096
H: -4.214 -17.219 5.075  0.103
C: -6.547 -25.202 -0.075  0.011
N: -6.005 -26.569 -0.402  -0.419
O: -5.090 -26.610 -1.235  0.050
O: -6.557 -27.443 0.233  0.072
H: -6.518 -25.035 1.002  0.084
H: -7.612 -25.115 -0.290  0.087
H: -5.906 -24.403 -0.446  0.084
C: -2.398 -20.704 -0.232  0.052
N: -1.823 -20.951 -1.587  -0.487
O: -0.881 -21.666 -1.717  0.075
O: -2.299 -20.373 -2.515  0.067
H: -2.394 -19.631 -0.039  0.102
H: -1.836 -21.457 0.322  0.095
H: -3.481 -20.820 -0.206  0.095
C: -4.604 -20.771 4.182  -0.066
C: -4.813 -22.256 4.150  -0.205
O: -4.235 -22.858 3.000  -0.001
C: -4.073 -24.136 2.737  -0.519
C: -3.358 -24.526 1.398  0.031
O: -4.434 -25.021 3.494  0.076
H: -5.167 -20.273 4.971  0.052
H: -4.743 -20.322 3.199  0.071
H: -3.625 -20.455 4.544  0.050
H: -4.439 -22.726 5.060  0.127
H: -5.891 -22.358 4.027  0.118
H: -2.397 -24.111 1.096  0.073
H: -4.011 -24.102 0.634  0.055
H: -3.246 -25.610 1.365  0.088

Entry 4:
4 unconnected molecules or ions with the total composition C11H29NO6 in a non-equilibrium geometry. Source: the OMol25 dataset; level of theory: wB97M-V/def2-TZVPD.

Properties
- orbital gap (eV) = 10.3
- charge = 0
- SMILES = CCOC(=O)OCCN.CCO.CCO.CCO
- HOMO energy (eV) = -9.648
- M (g mol⁻¹) = 271.4
- spin multiplicity = 1

Last column: Löwdin charge in e.
Geometry (Å):
C: -2.465 -1.861 -2.167  -0.049
C: -1.502 -1.433 -3.252  -0.214
O: -0.267 -2.146 -3.131  0.041
C: 0.769 -1.486 -2.580  -0.545
O: 1.489 -2.005 -1.742  0.146
O: 1.008 -0.262 -3.119  -0.021
C: 0.780 0.833 -2.220  -0.164
C: 1.794 0.977 -1.095  -0.242
N: 1.424 2.097 -0.233  0.010
H: -2.270 -1.316 -1.252  0.073
H: -3.480 -1.712 -2.492  0.076
H: -2.298 -2.908 -1.966  0.083
H: -1.365 -0.365 -3.283  0.107
H: -1.927 -1.707 -4.208  0.122
H: -0.216 0.822 -1.790  0.121
H: 0.845 1.720 -2.833  0.127
H: 2.781 1.141 -1.499  0.115
H: 1.791 0.103 -0.468  0.105
H: 1.324 2.947 -0.773  0.066
H: 0.517 1.915 0.178  0.053
C: 4.484 -0.829 -4.579  -0.086
C: 3.733 -0.956 -5.893  -0.317
O: 2.437 -1.514 -5.705  -0.077
H: 4.576 -1.803 -4.099  0.079
H: 5.483 -0.418 -4.735  0.072
H: 3.944 -0.176 -3.890  0.060
H: 4.262 -1.623 -6.572  0.109
H: 3.643 0.022 -6.379  0.107
H: 1.955 -0.929 -5.117  0.050
C: 0.867 1.823 3.507  -0.086
C: -0.618 1.526 3.442  -0.314
O: -0.919 0.648 2.351  -0.096
H: 1.198 2.268 2.568  0.055
H: 1.103 2.507 4.323  0.076
H: 1.439 0.904 3.653  0.076
H: -1.186 2.440 3.275  0.113
H: -0.964 1.072 4.375  0.090
H: -0.433 -0.168 2.494  0.077
C: -4.658 -0.032 6.438  -0.092
C: -3.260 0.092 5.861  -0.333
O: -2.283 0.293 6.881  -0.086
H: -4.911 0.861 7.008  0.076
H: -5.398 -0.167 5.649  0.074
H: -4.720 -0.884 7.118  0.072
H: -3.197 0.953 5.197  0.102
H: -2.998 -0.802 5.283  0.111
H: -2.313 -0.464 7.471  0.077

Entry 5:
A molecular structure, C11H29O4Tl in a non-equilibrium geometry. Source: the OMol25 dataset; level of theory: wB97M-V/def2-TZVPD.

Properties
- orbital gap (eV) = 2.7
- charge = +2
- HOMO energy (eV) = -15.810
- M (g mol⁻¹) = 429.7
- energy relative to the best compared isomer or geometry (same formula, charge and spin) (eV) = 0.161
- spin multiplicity = 1

Last column: Löwdin charge in e.
Geometry (Å):
Tl: 1.700 -0.916 -1.225  1.161
C: 2.769 2.032 2.783  0.080
C: 3.797 1.407 1.755  -0.222
O: 3.264 0.674 0.831  0.091
H: 3.255 2.877 3.276  0.115
H: 2.644 1.245 3.533  0.132
H: 1.858 2.436 2.347  0.091
H: 4.630 0.929 2.275  0.154
H: 4.145 2.344 1.221  0.264
C: -1.497 0.990 2.258  -0.020
C: -0.940 -0.407 2.110  -0.428
C: -1.855 -1.499 1.586  -0.021
O: 0.196 -0.395 1.209  -0.129
H: -0.701 1.579 2.727  0.078
H: -2.370 0.996 2.908  0.106
H: -1.803 1.423 1.304  0.086
H: -0.581 -0.670 3.119  0.159
H: -2.551 -1.770 2.381  0.103
H: -1.292 -2.422 1.423  0.082
H: -2.299 -1.282 0.617  0.092
H: 0.766 0.357 1.452  0.045
C: 1.457 3.753 -1.565  -0.036
C: 0.304 2.954 -1.003  -0.485
C: -1.067 3.574 -1.284  -0.024
O: 0.321 1.583 -1.444  -0.193
H: 1.376 4.789 -1.238  0.096
H: 1.447 3.748 -2.657  0.100
H: 2.408 3.342 -1.218  0.069
H: 0.391 2.857 0.085  0.120
H: -1.045 4.598 -0.912  0.096
H: -1.811 2.951 -0.791  0.078
H: -1.302 3.620 -2.349  0.097
H: 0.164 1.552 -2.401  0.100
C: -1.537 -3.724 -3.176  -0.050
C: -1.507 -3.652 -1.662  -0.434
C: -1.485 -5.058 -1.033  -0.029
O: -0.293 -2.948 -1.213  -0.241
H: -0.902 -4.501 -3.602  0.092
H: -1.167 -2.795 -3.621  0.078
H: -2.577 -3.839 -3.484  0.096
H: -2.313 -3.024 -1.289  0.132
H: -0.494 -5.511 -1.085  0.088
H: -2.222 -5.657 -1.562  0.094
H: -1.708 -4.976 0.031  0.080
H: 0.425 -3.564 -1.418  0.055

Entry 6:
A molecular structure, C11H30Cl2N4O2Ru in a non-equilibrium geometry. Source: the OMol25 dataset; level of theory: wB97M-V/def2-TZVPD.

Properties
- orbital gap (alpha / beta) (eV) = 7.0 / 8.3
- charge = +3
- expectation value of S² = 0.780
- HOMO energy (alpha / beta) (eV) = -19.237 / -20.292
- M (g mol⁻¹) = 422.4
- energy relative to the best compared isomer or geometry (same formula, charge and spin) (eV) = 2.841
- spin multiplicity = 2

Last column: Löwdin spin population.
Geometry (Å):
Ru: -0.265 -0.108 0.005  0.673
N: -1.938 -0.923 -1.447  -0.001
C: -1.444 -0.965 -2.839  0.001
C: -0.100 -1.658 -2.869  0.009
N: 0.896 -0.928 -2.078  0.179
C: 1.993 -1.773 -1.589  0.009
C: 1.536 -2.797 -0.578  0.006
N: 0.892 -2.122 0.564  0.081
C: 1.431 0.225 -2.816  0.008
C: 1.825 1.340 -1.881  0.001
N: 0.638 1.740 -1.108  -0.004
H: -2.116 -1.875 -1.129  0.000
H: -2.826 -0.428 -1.413  0.000
H: -1.394 0.056 -3.218  0.000
H: -2.128 -1.516 -3.490  -0.001
H: 0.233 -1.773 -3.906  0.006
H: -0.221 -2.661 -2.460  0.000
H: 2.730 -1.117 -1.123  0.000
H: 2.481 -2.289 -2.424  0.006
H: 2.413 -3.364 -0.261  0.002
H: 0.839 -3.512 -1.010  0.000
H: 1.581 -1.918 1.283  0.001
H: 0.187 -2.736 0.971  0.000
H: 0.663 0.594 -3.497  0.000
H: 2.291 -0.067 -3.427  0.006
H: 2.216 2.168 -2.479  -0.001
H: 2.607 1.046 -1.181  0.000
H: -0.072 2.121 -1.730  0.000
H: 0.891 2.463 -0.437  0.000
C: -2.431 2.566 0.199  0.000
O: -1.434 1.814 0.910  -0.004
C: -0.748 2.587 1.893  0.000
C: 0.156 1.696 2.695  0.000
O: 0.992 0.953 1.803  -0.001
C: 2.149 0.403 2.453  0.000
H: -3.188 2.933 0.894  -0.001
H: -2.906 1.898 -0.516  0.000
H: -1.990 3.426 -0.312  0.000
H: -1.464 3.069 2.565  0.000
H: -0.171 3.385 1.408  0.000
H: -0.426 1.007 3.313  0.000
H: 0.763 2.315 3.360  0.000
H: 2.724 1.200 2.927  0.000
H: 2.766 -0.067 1.689  0.000
H: 1.864 -0.317 3.224  0.000
Cl: -1.898 -3.778 1.407  0.000
C: -2.476 -2.494 2.474  0.008
Cl: -1.854 -0.895 1.970  0.017
H: -2.135 -2.683 3.487  0.000
H: -3.559 -2.449 2.424  0.001